Entry from the OMol25 dataset: a 2-piece molecular cluster, CH4O2S2 overall at a distorted geometry (ωB97M-V with the def2-TZVPD basis set).

SMILES string: O=CO.SS
Frontier orbital gap: 9.7224 eV
LUMO level: 0.0668 eV
Net charge: 0

CARTESIAN COORDINATES (ANGSTROEM)
S1 -0.6373 2.9101 -2.7421
S2 -2.0226 1.7195 -1.6342
H1 -1.1110 4.0965 -2.2560
H2 -2.8146 1.5430 -2.6848
O1 1.4372 -4.3704 3.1463
C1 1.5860 -3.2050 3.3555
O2 2.6463 -2.4591 2.9553
H3 0.7453 -2.5280 3.5991
H4 3.0542 -2.9945 2.2601

=====

Entry from the OMol25 dataset: a 2-piece molecular cluster, CH4O3 overall at a distorted geometry (ωB97M-V with the def2-TZVPD basis set).

SMILES string: O=CO.O
Frontier orbital gap: 12.1908 eV
LUMO level: 0.7405 eV
Net charge: 0

CARTESIAN COORDINATES (ANGSTROEM)
O1 0.4621 -0.9841 0.9641
C1 -0.4062 -0.1759 1.1254
O2 -1.7732 -0.5408 1.2043
H1 -0.2322 0.8733 1.1821
H2 -1.7601 -1.3844 0.7236
H3 1.7902 1.1010 -2.2029
H4 1.0595 0.3532 -1.0679
O3 0.8599 0.7578 -1.9286

=====

Entry from the OMol25 dataset: a 2-piece molecular cluster, CH4O3S2 overall at a distorted geometry (ωB97M-V with the def2-TZVPD basis set).

Frontier orbital gap (alpha / beta): 4.8146 / 8.8176 eV
LUMO level (alpha / beta): -2.8556 / -0.2317 eV
Net charge: 0

CARTESIAN COORDINATES (ANGSTROEM)
C1 -0.6587 0.4097 -0.2074
O1 1.6176 -1.2663 0.2432
O2 -2.7714 -1.1066 0.2202
O3 -3.6696 1.2657 -0.0867
S1 -3.9982 -0.1137 0.1461
S2 -1.1272 -1.3970 -0.0498
H1 0.4162 0.1405 -0.0989
H2 -0.7829 0.8123 -1.1910
H3 -1.3078 0.9138 0.4860
H4 2.0558 -1.0745 -0.6593

=====

Energy relative to the best compared isomer or geometry (same formula, charge and spin) (computed, kcal/mol): 5.6 13.5 82.6
DFT total energy (computed, eV): -26866.9035 -7244.0657 -28909.2954